{
  "formula": "C41H79BrFN4O12",
  "method": "ωB97M-V/def2-TZVPD",
  "symbols": ["C", "C", "O", "O", "C", "C", "C", "C", "C", "N", "C", "C", "O", "Br", "C", "C", "C", "C", "C", "F", "N", "C", "C", "C", "C", "C", "N", "C", "O", "N", "O", "H", "H", "H", "H", "H", "H", "H", "H", "H", "H", "H", "H", "H", "H", "H", "H", "H", "H", "H", "H", "H", "H", "H", "H", "H", "H", "H", "H", "H", "H", "H", "H", "H", "H", "H", "H", "H", "C", "C", "O", "C", "H", "H", "H", "H", "H", "H", "C", "C", "O", "C", "H", "H", "H", "H", "H", "H", "C", "C", "O", "C", "H", "H", "H", "H", "H", "H", "C", "C", "O", "C", "H", "H", "H", "H", "H", "H", "C", "C", "O", "C", "H", "H", "H", "H", "H", "H", "C", "C", "O", "C", "H", "H", "H", "H", "H", "H", "C", "C", "O", "C", "H", "H", "H", "H", "H", "H"],
  "xyz": [[1.16830, 5.47237, -0.96041], [-0.34271, 5.42579, -1.52866], [-1.14758, 6.29708, -1.13207], [-0.73295, 4.45527, -2.48043], [-2.16321, 4.16381, -2.39636], [-2.55475, 2.82214, -3.21258], [-1.74558, 1.54370, -2.60886], [-2.56459, 1.06132, -1.32313], [-1.87508, 0.04853, -0.33346], [-0.66702, 0.46733, 0.44857], [-0.48815, 1.92438, 0.69809], [-1.66082, 2.71448, 1.40317], [-2.78266, 2.29133, 1.70939], [-1.30072, 4.64650, 1.80173], [0.55514, 0.09664, -0.40464], [1.00245, -1.43270, -0.28626], [2.11940, -1.74867, -1.42280], [1.50289, -1.89740, -2.89351], [2.72625, -2.38412, -3.84298], [3.66558, -1.29108, -3.95113], [1.69065, -1.59927, 1.02320], [0.90852, -0.88893, 2.07701], [1.81798, 0.26579, 2.72191], [2.73232, -0.22993, 3.95607], [3.67985, 1.02839, 4.34328], [5.07454, 1.05525, 3.54457], [5.13960, 2.08596, 2.46757], [-0.57007, -0.44099, 1.64488], [-1.20940, 0.03458, 2.84955], [-2.27440, -0.79243, 3.15289], [-2.03525, -1.38052, 4.16124], [1.24455, 6.17421, -0.06306], [1.55687, 4.44516, -0.65690], [1.78952, 5.95511, -1.80122], [-2.77836, 5.05755, -2.78618], [-2.41680, 4.07565, -1.27758], [-2.35304, 2.98887, -4.31890], [-3.67130, 2.58408, -3.05205], [-1.74188, 0.66534, -3.35709], [-0.68960, 1.92107, -2.41312], [-3.01142, 2.01122, -0.84369], [-3.49574, 0.51812, -1.74238], [-2.68191, -0.26061, 0.43338], [-1.65383, -0.92292, -0.91542], [-0.33837, 2.41693, -0.33779], [0.48062, 2.18606, 1.26611], [1.44368, 0.74703, -0.06068], [0.41883, 0.32789, -1.50681], [0.16149, -2.20091, -0.38888], [3.01311, -1.02914, -1.35567], [2.54850, -2.78816, -1.11788], [0.71102, -2.72379, -2.90123], [1.11283, -0.88564, -3.25743], [3.25187, -3.26888, -3.32514], [2.27980, -2.70421, -4.83746], [2.67410, -1.30813, 0.98257], [0.75352, -1.66276, 2.92280], [2.55482, 0.64897, 1.92006], [1.22995, 1.17422, 3.08979], [2.01091, -0.46301, 4.82108], [3.31193, -1.18513, 3.73990], [3.77756, 1.10683, 5.47691], [3.09535, 1.96395, 4.00120], [5.88302, 1.32230, 4.32156], [5.37567, 0.03051, 3.11413], [4.29849, 2.07897, 1.87859], [5.30990, 3.03264, 2.85105], [-1.12204, -1.42687, 1.40161], [-0.23981, -6.77903, -4.25219], [-0.75043, -5.37143, -4.12101], [-0.41469, -4.65527, -3.18817], [-1.69386, -4.87499, -5.18459], [0.42842, -6.99950, -3.41820], [-1.07255, -7.47997, -4.22718], [0.31772, -6.88645, -5.18500], [-2.59364, -5.49324, -5.20088], [-1.20110, -4.89881, -6.15873], [-1.98109, -3.84461, -4.96257], [-2.01660, -11.53501, -5.34920], [-1.46381, -10.14663, -5.52983], [-1.01118, -9.51860, -4.59005], [-1.49233, -9.56465, -6.91845], [-1.93136, -11.82465, -4.29998], [-3.07084, -11.55540, -5.63354], [-1.44790, -12.24336, -5.95524], [-2.52326, -9.49764, -7.27236], [-0.90047, -10.18559, -7.59397], [-1.06283, -8.56075, -6.89929], [2.64706, -5.41749, -1.01525], [3.15347, -6.69383, -1.63381], [2.72034, -7.08846, -2.69756], [4.21276, -7.45765, -0.88508], [1.88693, -4.97662, -1.66562], [2.19547, -5.62980, -0.04373], [3.46908, -4.70652, -0.90423], [3.83173, -7.76067, 0.09250], [5.10481, -6.83857, -0.76783], [4.47990, -8.35317, -1.44947], [-2.73250, 11.03463, -1.93028], [-3.55928, 9.85207, -1.49900], [-4.77381, 9.87192, -1.56650], [-2.82432, 8.64443, -0.98134], [-3.39364, 11.83007, -2.27998], [-2.15042, 11.40927, -1.08558], [-2.06896, 10.74599, -2.74826], [-2.24660, 8.91295, -0.09438], [-2.16601, 8.24998, -1.75584], [-3.54568, 7.87149, -0.70839], [-7.46228, 2.62112, -1.81670], [-6.27738, 3.50010, -2.11470], [-5.57470, 3.30603, -3.09193], [-5.99348, 4.62842, -1.15934], [-7.54545, 1.85207, -2.58743], [-7.32944, 2.13368, -0.84836], [-8.37687, 3.21748, -1.81726], [-5.79536, 4.22994, -0.16166], [-6.84278, 5.31395, -1.13059], [-5.11219, 5.17742, -1.49853], [8.81114, 3.67381, 5.01876], [7.43461, 4.16389, 5.38001], [6.52516, 4.14815, 4.57032], [7.22580, 4.67406, 6.78060], [8.81427, 3.33661, 3.98014], [9.53438, 4.48488, 5.12570], [9.08708, 2.83426, 5.66034], [7.87861, 5.52954, 6.96574], [7.43138, 3.87896, 7.50032], [6.18834, 4.99350, 6.89860], [-3.02583, -1.40047, 6.80361], [-2.69224, -1.33451, 8.27095], [-1.54002, -1.26431, 8.65294], [-3.84000, -1.35883, 9.24522], [-2.10510, -1.37423, 6.22502], [-3.55204, -2.33181, 6.58344], [-3.64116, -0.54243, 6.52338], [-4.40266, -2.28815, 9.13387], [-4.49172, -0.49948, 9.07363], [-3.45098, -1.30521, 10.26393]],
  "forces_ev_per_a": [[-0.5, 0.0, -1.0], [-1.3, 2.3, 1.1], [2.4, -3.1, -1.3], [0.6, 0.7, 2.0], [-1.8, -0.1, -0.1], [0.6, -0.2, 0.9], [-0.7, 0.4, -0.5], [-0.3, 0.8, -0.8], [-3.4, -0.9, -0.6], [1.1, -0.5, -0.6], [0.2, 2.9, -0.1], [-3.5, -1.1, 1.1], [4.4, 1.1, -1.4], [0.2, -1.6, -0.5], [2.1, -0.6, -1.4], [1.9, 0.3, -0.5], [-0.6, -1.0, 0.4], [1.7, -0.2, 0.3], [-1.2, 0.2, 1.2], [-1.3, -1.6, -0.1], [-1.9, 0.2, -0.5], [1.3, 0.1, 1.7], [0.6, 0.0, 0.0], [-0.8, 0.9, 0.3], [-0.8, -0.4, -0.5], [0.4, 0.3, 1.0], [0.0, -0.3, 0.6], [0.3, -2.6, 1.9], [2.3, 1.4, -1.8], [-0.5, -2.6, 2.4], [-0.9, 1.4, -2.4], [-0.6, -1.0, -1.3], [-0.4, 1.3, -0.7], [-0.7, -1.1, 1.3], [1.0, -1.4, 0.5], [0.2, 0.0, -1.6], [-0.2, -0.3, 1.4], [1.8, 0.8, -0.5], [0.3, 1.5, 1.0], [-1.2, -0.8, -0.1], [0.9, -1.7, -0.2], [1.5, 0.6, 0.8], [1.3, 0.7, -1.1], [0.2, 1.6, 1.0], [-0.4, -0.7, 1.6], [-1.6, -0.9, -0.7], [-1.4, -1.2, -0.4], [-0.5, 0.0, 1.5], [1.0, 1.2, 0.0], [-1.5, -0.7, -0.2], [-0.8, 1.8, -0.5], [0.9, 1.3, 0.0], [0.4, -1.5, 0.3], [-0.7, 1.4, -1.0], [1.1, 0.7, 1.0], [-0.7, 0.1, 0.0], [-0.3, 1.4, -1.2], [-1.2, -0.5, 1.0], [0.6, -1.3, -0.4], [1.1, 0.3, -1.2], [-0.6, 1.3, 0.1], [0.1, -0.2, -1.6], [1.0, -1.3, 0.7], [-1.1, -0.4, -1.4], [-0.7, 1.4, 0.6], [0.5, 0.1, 0.5], [-0.3, -0.9, -0.3], [0.9, 1.7, -0.2], [0.0, 0.6, 0.5], [0.4, 0.0, 0.4], [-0.2, 0.0, -0.3], [-0.1, 0.5, 0.2], [0.0, 0.0, -0.2], [0.1, 0.1, -0.3], [-0.2, -0.1, 0.0], [0.1, -0.1, -0.2], [-0.1, -0.2, 0.0], [0.0, -0.1, 0.0], [0.1, 0.0, 0.4], [0.2, 0.2, 0.6], [-0.3, -0.7, -0.5], [0.2, 0.4, 0.1], [0.0, 0.1, -0.1], [0.1, -0.1, -0.2], [-0.2, 0.0, -0.1], [0.1, -0.2, -0.1], [-0.2, 0.0, -0.1], [0.0, -0.1, 0.0], [-0.3, 0.1, -0.3], [-0.2, -0.3, -0.6], [0.2, 0.2, 0.4], [0.0, -0.3, -0.3], [0.0, -0.1, 0.0], [0.2, 0.1, 0.1], [0.0, -0.1, 0.3], [0.1, 0.2, 0.1], [-0.1, 0.0, 0.2], [-0.1, 0.1, 0.1], [-0.3, 0.2, -0.1], [-0.8, 0.0, 0.1], [0.5, 0.0, 0.0], [-0.4, 0.0, 0.0], [0.1, -0.1, 0.1], [0.2, -0.1, -0.1], [0.1, 0.0, 0.2], [0.2, 0.0, -0.2], [0.1, 0.1, 0.2], [0.1, 0.1, -0.1], [0.1, -0.2, -0.4], [0.2, 0.0, -0.4], [-0.5, 0.1, 0.5], [0.3, 0.1, -0.2], [0.0, 0.1, 0.1], [-0.2, 0.2, 0.1], [0.0, 0.0, 0.2], [-0.2, 0.1, 0.1], [0.0, -0.1, 0.2], [-0.1, 0.0, 0.0], [-0.1, -0.1, -0.4], [-0.4, 0.0, -0.4], [0.2, -0.1, 0.3], [-0.4, 0.1, -0.1], [0.0, 0.0, 0.1], [0.1, -0.1, 0.2], [0.1, 0.2, 0.1], [0.1, -0.2, 0.1], [0.2, 0.1, 0.0], [0.1, 0.0, 0.0], [0.3, 0.0, 0.1], [0.6, 0.1, 0.4], [-0.5, 0.0, -0.3], [0.2, 0.0, 0.3], [-0.1, 0.0, 0.4], [-0.2, 0.1, 0.0], [-0.2, -0.1, 0.0], [-0.1, 0.1, -0.1], [-0.1, -0.2, -0.1], [0.0, 0.0, -0.1]],
  "mulliken_charge": [-0.865, 0.547, -0.429, -0.364, 0.006, -0.620, -0.358, -0.699, -0.556, 1.501, -0.508, -0.023, -0.468, -0.098, -0.636, 0.001, -0.804, 0.051, -0.295, -0.334, -0.163, -0.052, -0.583, -0.623, -0.587, -0.341, -0.584, -0.841, -0.189, -0.121, -0.225, 0.263, 0.188, 0.348, 0.572, -0.074, 0.462, -0.053, 0.364, 0.175, 0.073, 0.495, 0.395, 0.367, 0.173, 0.737, 0.206, 0.072, 0.290, 0.361, -0.099, 0.105, 0.236, 0.188, 0.327, 0.437, 0.458, -0.320, 0.398, 0.358, 0.312, 0.424, 0.257, 0.087, 0.303, 0.197, 0.305, 0.833, -0.705, 0.719, -0.526, -1.206, 0.039, 0.279, 0.380, 0.343, 0.336, 0.306, -1.173, 0.853, -0.531, -0.986, 0.303, 0.333, 0.342, 0.317, 0.342, 0.183, -0.547, 0.648, -0.521, -1.262, -0.009, 0.458, 0.285, 0.332, 0.342, 0.341, -1.094, 0.711, -0.565, -0.695, 0.307, 0.315, 0.303, 0.332, 0.231, 0.175, -1.259, 0.904, -0.615, -0.854, 0.330, 0.309, 0.377, 0.282, 0.441, 0.042, -1.148, 0.815, -0.533, -1.118, 0.286, 0.396, 0.325, 0.343, 0.328, 0.294, -0.929, 0.776, -0.558, -1.105, 0.261, 0.356, 0.323, 0.316, 0.315, 0.309],
  "homo_ev": -10.69,
  "homo_lumo_gap_ev": 7.212,
  "charge": 1,
  "e_lumo_ev": -3.5
}